{
  "formula": "C30H51NOsP2",
  "method": "wB97M-V/def2-TZVPD",
  "de_lowest_kj_mol": 0.0,
  "total_energy_ev": -54453.0307,
  "max_force_ev_per_a": 3.4,
  "spin_multiplicity": 5,
  "e_homo_ev": [-12.007, -13.072],
  "total_charge": 2,
  "species": ["Os", "C", "C", "C", "C", "C", "C", "H", "H", "H", "C", "H", "H", "H", "C", "H", "H", "H", "C", "H", "H", "H", "C", "H", "H", "H", "C", "C", "C", "C", "C", "C", "C", "C", "H", "H", "H", "H", "H", "H", "H", "H", "H", "H", "H", "H", "P", "P", "C", "C", "H", "H", "H", "H", "C", "H", "H", "H", "C", "H", "H", "H", "C", "H", "H", "H", "C", "H", "H", "H", "C", "C", "C", "C", "C", "C", "N", "H", "H", "H", "H", "H", "H", "H", "H"],
  "coordinates": [[0.034, 0.969, 1.059], [0.510, 3.221, 2.843], [-0.279, 1.984, 2.825], [2.017, 1.528, 3.130], [1.859, 2.913, 3.012], [0.718, 0.860, 3.013], [-0.063, 4.583, 2.936], [-1.140, 4.585, 2.740], [0.419, 5.277, 2.230], [0.097, 4.982, 3.953], [2.956, 3.919, 3.142], [2.621, 4.906, 2.798], [3.829, 3.628, 2.543], [3.286, 4.023, 4.187], [3.295, 0.871, 3.462], [3.683, 1.212, 4.437], [4.071, 1.122, 2.720], [3.194, -0.219, 3.489], [0.391, -0.353, 3.837], [0.764, -0.230, 4.865], [0.861, -1.251, 3.418], [-0.689, -0.517, 3.893], [-1.598, 1.993, 3.529], [-1.423, 2.140, 4.606], [-2.156, 1.068, 3.385], [-2.205, 2.827, 3.165], [-0.796, 2.018, -0.810], [-1.650, 2.506, 0.197], [-3.007, 1.951, 0.511], [-3.035, 0.442, 0.816], [-1.707, -0.165, 1.224], [-0.757, -0.698, 0.255], [-0.937, -0.518, -1.214], [-1.154, 0.904, -1.759], [-3.724, 2.151, -0.307], [-3.452, -0.108, -0.042], [-3.400, 2.500, 1.381], [-2.199, 1.014, -2.110], [-0.097, 2.747, -1.241], [-1.485, 3.532, 0.559], [-0.522, 1.022, -2.651], [-0.051, -0.947, -1.713], [-0.375, -1.687, 0.515], [-1.850, -1.106, -1.462], [-3.723, 0.292, 1.662], [-1.800, -0.816, 2.097], [-1.672, -2.388, -3.176], [-0.339, -4.736, -2.104], [-1.951, -3.906, -4.218], [-0.851, -4.910, -3.903], [-1.943, -3.592, -5.272], [-2.948, -4.306, -3.984], [-1.188, -5.938, -4.092], [0.038, -4.739, -4.526], [0.815, -6.179, -2.323], [1.186, -6.520, -1.350], [1.666, -5.877, -2.946], [0.296, -7.013, -2.818], [-1.733, -5.805, -1.499], [-1.933, -6.614, -2.216], [-2.641, -5.209, -1.357], [-1.439, -6.250, -0.541], [-0.710, -1.470, -4.434], [-0.529, -0.434, -4.129], [-1.284, -1.492, -5.368], [0.253, -1.975, -4.580], [-3.371, -1.739, -3.400], [-4.070, -2.392, -2.858], [-3.615, -1.758, -4.470], [-3.471, -0.718, -3.014], [1.753, 4.001, -0.165], [2.427, 2.698, -0.243], [3.743, 2.543, -0.722], [4.069, 1.187, -0.593], [2.935, 0.544, -0.046], [2.798, -0.884, 0.314], [1.936, 1.463, 0.132], [0.796, 3.955, 0.369], [1.580, 4.380, -1.187], [2.408, 4.724, 0.350], [4.337, 3.366, -1.110], [4.992, 0.680, -0.857], [3.728, -1.396, 0.047], [2.632, -1.024, 1.394], [1.969, -1.351, -0.230]],
  "forces_ev_per_a": [[0.44, 2.11, -2.43], [-0.93, -1.31, -0.16], [0.63, -0.07, 2.67], [-0.22, 0.79, 0.35], [0.82, -0.56, 0.07], [-0.71, 1.34, 0.47], [-0.23, 0.37, -0.41], [0.25, 0.08, 0.07], [-0.12, -0.08, 0.29], [-0.01, -0.13, -0.32], [0.17, 0.15, -0.13], [0.16, -0.19, 0.14], [-0.08, 0.09, 0.16], [-0.06, -0.03, -0.28], [0.50, -0.38, -0.23], [-0.19, -0.08, -0.27], [-0.12, -0.01, 0.18], [0.07, 0.20, 0.12], [0.15, -0.34, 0.26], [-0.11, -0.06, -0.22], [-0.15, 0.03, 0.18], [0.28, -0.01, -0.02], [-0.20, 0.19, 0.40], [-0.25, -0.01, -0.19], [0.03, 0.15, 0.07], [-0.09, -0.17, 0.17], [-0.36, 1.39, 0.28], [0.73, -0.75, -0.92], [-0.55, -0.12, 0.44], [-0.40, 0.05, 0.16], [-0.05, -0.39, 0.34], [-0.68, -0.63, 0.32], [-0.11, -0.22, -0.60], [-0.26, -0.21, -0.42], [0.42, 0.18, 0.12], [0.00, 0.06, 0.20], [0.13, -0.21, -0.36], [0.35, 0.10, 0.23], [-0.20, -0.46, 0.39], [0.27, -0.56, -0.06], [-0.25, 0.07, 0.28], [-0.38, -0.01, 0.12], [0.35, 0.18, 0.02], [0.41, 0.06, 0.01], [-0.01, -0.04, -0.45], [0.00, 0.18, -0.13], [-1.22, -1.02, -2.75], [-0.88, -2.65, -1.91], [0.15, -0.44, 0.39], [0.12, 0.74, -0.29], [-0.13, -0.05, 0.32], [0.29, 0.08, 0.00], [0.23, 0.29, 0.15], [-0.21, 0.03, 0.10], [1.01, 0.31, 0.70], [0.06, 0.00, -0.24], [-0.11, -0.12, 0.22], [0.00, 0.44, 0.22], [-0.15, 0.59, 0.75], [0.18, 0.34, 0.19], [0.04, -0.21, 0.10], [-0.24, 0.13, -0.12], [0.54, 0.41, 0.65], [0.02, -0.22, -0.20], [0.09, 0.04, 0.27], [-0.19, 0.16, -0.02], [-0.10, 0.48, 0.82], [0.15, 0.21, -0.16], [0.14, -0.02, 0.23], [-0.10, -0.18, -0.16], [-0.51, 0.35, 0.17], [-0.36, -1.38, 0.24], [1.50, -1.49, -0.26], [0.63, 1.66, -0.60], [-0.92, 0.93, 0.23], [0.37, -0.23, -0.08], [0.32, 0.27, 0.24], [0.33, 0.01, -0.23], [0.09, 0.00, 0.32], [-0.20, -0.23, -0.26], [0.04, -0.33, 0.09], [-0.15, 0.24, 0.03], [-0.23, -0.03, 0.09], [-0.09, 0.12, -0.31], [0.07, 0.08, 0.15]]
}